Record 1
Formula: C16H35NNiOP2Sb
Source: the Open Molecules 2025 dataset
Level of theory: ωB97M-V/def2-TZVPD

The orbital gap (spin up / spin down) comes out at 7.8 / 7.3 eV. As for the charge: +1. The total energy is -86849.613 eV. The energy relative to the best compared isomer or geometry (same formula, charge and spin) comes out at 151.33 kJ/mol. The spin multiplicity is 3.

Last column: Mulliken spin population.
Geometry (Å):
Ni 0.813 -0.224 -0.352  0.90
C 3.740 -1.825 -2.024  0.01
P 2.783 -0.344 -1.560  0.02
C 2.649 0.525 -3.164  0.00
C 4.039 0.670 -0.700  0.00
C 3.411 1.976 -0.213  0.01
P 1.825 1.660 0.665  0.02
C 1.362 3.386 1.058  0.03
C 2.447 1.035 2.266  0.00
H 4.670 -1.540 -2.519  0.00
H 3.165 -2.450 -2.708  0.00
H 3.975 -2.415 -1.139  0.00
H 3.635 0.780 -3.558  0.00
H 2.061 1.437 -3.057  0.00
H 2.148 -0.116 -3.892  0.00
H 4.880 0.857 -1.371  0.00
H 4.420 0.088 0.143  0.00
H 3.197 2.636 -1.058  0.00
H 4.088 2.518 0.453  0.00
H 2.206 3.905 1.515  0.00
H 0.517 3.434 1.745  -0.01
H 1.079 3.907 0.142  0.00
H 3.134 1.740 2.737  0.00
H 2.960 0.086 2.104  0.00
H 1.615 0.830 2.937  0.00
N -0.185 -1.620 -1.829  0.03
C -1.503 -2.180 -1.824  -0.02
C -2.589 -1.360 -2.095  0.03
C -3.874 -1.882 -2.050  0.00
C -4.079 -3.217 -1.729  0.00
C -2.987 -4.029 -1.459  0.00
C -1.698 -3.516 -1.511  0.01
H 0.522 -2.343 -1.891  -0.01
H -0.065 -1.008 -2.630  0.00
H -2.430 -0.314 -2.332  0.00
H -4.719 -1.241 -2.267  0.00
H -5.080 -3.623 -1.700  0.00
H -3.135 -5.073 -1.214  0.00
H -0.848 -4.154 -1.298  0.00
C -3.539 0.164 2.269  0.01
Sb -1.802 1.191 1.641  0.43
C -2.764 3.068 1.136  0.26
C -1.075 1.691 3.564  0.02
H -4.077 0.842 2.932  0.01
H -3.284 -0.741 2.811  0.00
H -4.168 -0.090 1.419  0.00
H -3.283 3.416 2.032  0.01
H -3.479 2.897 0.333  0.00
H -2.028 3.802 0.818  0.00
H -1.874 2.243 4.060  0.01
H -0.183 2.309 3.527  0.00
H -0.862 0.781 4.123  0.00
C -1.184 -1.752 1.346  0.02
O -0.470 -0.524 1.192  0.23
H -0.500 -2.581 1.156  0.02
H -2.022 -1.846 0.653  -0.01
H -1.552 -1.867 2.367  0.00

=====

Record 2
Formula: C4H13NO3
Source: the Open Molecules 2025 dataset
Level of theory: ωB97M-V/def2-TZVPD

The orbital gap comes out at 9.6 eV. The SMILES is CCCC(N)=O.O.O. The total energy is -11990.397 eV. The energy relative to the best compared isomer or geometry (same formula, charge and spin) comes out at 200.10 kJ/mol. The spin multiplicity is 1.

Last column: Löwdin charge in e.
Geometry (Å):
C -0.573 1.462 -1.551  -0.11
C -0.803 0.844 -0.202  -0.26
C 0.490 1.113 0.609  -0.10
C 0.444 0.423 2.034  -0.47
N -0.314 -0.800 2.242  0.13
O 1.141 0.819 2.922  0.05
H 0.329 2.085 -1.673  0.09
H -1.432 1.857 -1.893  0.03
H -0.059 0.871 -2.275  0.06
H -1.640 1.334 0.301  0.12
H -0.986 -0.238 -0.194  0.05
H 1.369 0.829 0.001  0.11
H 0.496 2.161 0.779  0.10
H -0.920 -1.168 1.556  0.01
H -0.594 -0.922 3.254  0.12
H 1.708 -1.616 -1.781  -0.02
H 2.578 -0.903 -0.822  -0.01
O 2.501 -1.187 -1.687  0.02
H -0.612 -2.712 -0.792  0.02
H -2.039 -2.160 -0.524  0.10
O -1.083 -2.091 -0.302  -0.04

=====

Record 3
Formula: C30H34BrN2O2PtS2
Source: the Open Molecules 2025 dataset
Level of theory: ωB97M-V/def2-TZVPD

The orbital gap (spin up / spin down) comes out at 6.4 / 6.4 eV. As for the charge: -1. The total energy is -133697.436 eV. The energy relative to the best compared isomer or geometry (same formula, charge and spin) comes out at 246.61 kJ/mol. The spin multiplicity is 1.

Last column: Löwdin charge in e.
Geometry (Å):
Pt -0.916 1.724 0.645  0.80
C -3.900 5.123 -0.461  -0.03
C -2.646 4.462 0.049  -0.23
N -2.547 3.166 -0.068  -0.06
N -3.614 2.525 -0.587  -0.09
C -3.853 1.334 -0.175  -1.10
S -3.004 0.454 1.025  0.63
S -5.269 0.529 -0.895  0.85
C -4.324 -0.766 -1.773  -0.43
C -3.353 -0.171 -2.742  -0.30
C -3.668 0.980 -3.451  -0.08
C -2.775 1.505 -4.364  -0.09
C -1.561 0.879 -4.587  -0.10
C -1.234 -0.260 -3.872  -0.08
C -2.121 -0.776 -2.945  -0.03
C -1.642 5.236 0.724  -0.12
C -1.972 6.455 1.329  -0.06
C -1.066 7.152 2.094  -0.13
C 0.217 6.638 2.286  -0.11
C 0.576 5.447 1.713  -0.02
C -0.320 4.709 0.897  -0.40
O 0.078 3.645 0.307  -0.30
H -4.186 4.624 -1.385  0.07
H -3.730 6.177 -0.654  0.07
H -4.722 5.005 0.244  0.09
H -5.067 -1.377 -2.289  0.08
H -3.812 -1.371 -1.023  0.05
H -4.609 1.473 -3.266  0.08
H -3.027 2.408 -4.901  0.10
H -0.869 1.286 -5.310  0.10
H -0.281 -0.745 -4.032  0.10
H -1.861 -1.656 -2.375  0.10
H -2.978 6.840 1.233  0.10
H -1.357 8.080 2.566  0.09
H 0.925 7.185 2.896  0.09
H 1.562 5.029 1.851  0.10
C 5.945 -1.794 0.871  -0.07
C 4.807 -2.817 0.898  -0.56
C 4.913 -3.652 -0.386  -0.05
C 4.999 -3.714 2.129  -0.05
C 3.436 -2.167 0.961  -0.20
C 3.242 -0.821 1.226  -0.10
C 1.971 -0.295 1.170  -0.53
Br 1.704 1.554 1.653  0.79
C 0.809 -1.012 0.797  -0.42
O -0.287 -0.433 0.490  -0.31
C 1.004 -2.431 0.768  -0.09
C 2.288 -2.937 0.806  -0.02
C -0.127 -3.457 0.751  -0.53
C 0.021 -4.318 2.019  -0.05
C -1.520 -2.834 0.773  -0.08
C -0.013 -4.342 -0.501  -0.05
H 6.897 -2.306 0.727  0.08
H 6.005 -1.240 1.803  0.08
H 5.814 -1.092 0.052  0.09
H 5.895 -4.116 -0.463  0.08
H 4.760 -3.012 -1.253  0.09
H 4.165 -4.438 -0.409  0.07
H 5.982 -4.185 2.114  0.08
H 4.243 -4.493 2.159  0.07
H 4.911 -3.119 3.036  0.09
H 4.057 -0.166 1.478  0.09
H 2.409 -4.007 0.717  0.09
H -0.033 -3.679 2.898  0.09
H 0.974 -4.843 2.043  0.07
H -0.773 -5.062 2.082  0.08
H -1.647 -2.199 1.644  0.07
H -2.283 -3.612 0.800  0.08
H -1.675 -2.223 -0.109  0.05
H 0.920 -4.901 -0.518  0.07
H -0.055 -3.721 -1.394  0.08
H -0.832 -5.060 -0.540  0.08

=====

Repeat the first record exactly.
Formula: C16H35NNiOP2Sb
Source: the Open Molecules 2025 dataset
Level of theory: ωB97M-V/def2-TZVPD

The orbital gap (spin up / spin down) comes out at 7.8 / 7.3 eV. As for the charge: +1. The total energy is -86849.613 eV. The energy relative to the best compared isomer or geometry (same formula, charge and spin) comes out at 151.33 kJ/mol. The spin multiplicity is 3.

Last column: Mulliken spin population.
Geometry (Å):
Ni 0.813 -0.224 -0.352  0.90
C 3.740 -1.825 -2.024  0.01
P 2.783 -0.344 -1.560  0.02
C 2.649 0.525 -3.164  0.00
C 4.039 0.670 -0.700  0.00
C 3.411 1.976 -0.213  0.01
P 1.825 1.660 0.665  0.02
C 1.362 3.386 1.058  0.03
C 2.447 1.035 2.266  0.00
H 4.670 -1.540 -2.519  0.00
H 3.165 -2.450 -2.708  0.00
H 3.975 -2.415 -1.139  0.00
H 3.635 0.780 -3.558  0.00
H 2.061 1.437 -3.057  0.00
H 2.148 -0.116 -3.892  0.00
H 4.880 0.857 -1.371  0.00
H 4.420 0.088 0.143  0.00
H 3.197 2.636 -1.058  0.00
H 4.088 2.518 0.453  0.00
H 2.206 3.905 1.515  0.00
H 0.517 3.434 1.745  -0.01
H 1.079 3.907 0.142  0.00
H 3.134 1.740 2.737  0.00
H 2.960 0.086 2.104  0.00
H 1.615 0.830 2.937  0.00
N -0.185 -1.620 -1.829  0.03
C -1.503 -2.180 -1.824  -0.02
C -2.589 -1.360 -2.095  0.03
C -3.874 -1.882 -2.050  0.00
C -4.079 -3.217 -1.729  0.00
C -2.987 -4.029 -1.459  0.00
C -1.698 -3.516 -1.511  0.01
H 0.522 -2.343 -1.891  -0.01
H -0.065 -1.008 -2.630  0.00
H -2.430 -0.314 -2.332  0.00
H -4.719 -1.241 -2.267  0.00
H -5.080 -3.623 -1.700  0.00
H -3.135 -5.073 -1.214  0.00
H -0.848 -4.154 -1.298  0.00
C -3.539 0.164 2.269  0.01
Sb -1.802 1.191 1.641  0.43
C -2.764 3.068 1.136  0.26
C -1.075 1.691 3.564  0.02
H -4.077 0.842 2.932  0.01
H -3.284 -0.741 2.811  0.00
H -4.168 -0.090 1.419  0.00
H -3.283 3.416 2.032  0.01
H -3.479 2.897 0.333  0.00
H -2.028 3.802 0.818  0.00
H -1.874 2.243 4.060  0.01
H -0.183 2.309 3.527  0.00
H -0.862 0.781 4.123  0.00
C -1.184 -1.752 1.346  0.02
O -0.470 -0.524 1.192  0.23
H -0.500 -2.581 1.156  0.02
H -2.022 -1.846 0.653  -0.01
H -1.552 -1.867 2.367  0.00

=====

What did the first record say?
Formula: C16H35NNiOP2Sb
Source: the Open Molecules 2025 dataset
Level of theory: ωB97M-V/def2-TZVPD

The orbital gap (spin up / spin down) comes out at 7.8 / 7.3 eV. As for the charge: +1. The total energy is -86849.613 eV. The energy relative to the best compared isomer or geometry (same formula, charge and spin) comes out at 151.33 kJ/mol. The spin multiplicity is 3.

Last column: Mulliken spin population.
Geometry (Å):
Ni 0.813 -0.224 -0.352  0.90
C 3.740 -1.825 -2.024  0.01
P 2.783 -0.344 -1.560  0.02
C 2.649 0.525 -3.164  0.00
C 4.039 0.670 -0.700  0.00
C 3.411 1.976 -0.213  0.01
P 1.825 1.660 0.665  0.02
C 1.362 3.386 1.058  0.03
C 2.447 1.035 2.266  0.00
H 4.670 -1.540 -2.519  0.00
H 3.165 -2.450 -2.708  0.00
H 3.975 -2.415 -1.139  0.00
H 3.635 0.780 -3.558  0.00
H 2.061 1.437 -3.057  0.00
H 2.148 -0.116 -3.892  0.00
H 4.880 0.857 -1.371  0.00
H 4.420 0.088 0.143  0.00
H 3.197 2.636 -1.058  0.00
H 4.088 2.518 0.453  0.00
H 2.206 3.905 1.515  0.00
H 0.517 3.434 1.745  -0.01
H 1.079 3.907 0.142  0.00
H 3.134 1.740 2.737  0.00
H 2.960 0.086 2.104  0.00
H 1.615 0.830 2.937  0.00
N -0.185 -1.620 -1.829  0.03
C -1.503 -2.180 -1.824  -0.02
C -2.589 -1.360 -2.095  0.03
C -3.874 -1.882 -2.050  0.00
C -4.079 -3.217 -1.729  0.00
C -2.987 -4.029 -1.459  0.00
C -1.698 -3.516 -1.511  0.01
H 0.522 -2.343 -1.891  -0.01
H -0.065 -1.008 -2.630  0.00
H -2.430 -0.314 -2.332  0.00
H -4.719 -1.241 -2.267  0.00
H -5.080 -3.623 -1.700  0.00
H -3.135 -5.073 -1.214  0.00
H -0.848 -4.154 -1.298  0.00
C -3.539 0.164 2.269  0.01
Sb -1.802 1.191 1.641  0.43
C -2.764 3.068 1.136  0.26
C -1.075 1.691 3.564  0.02
H -4.077 0.842 2.932  0.01
H -3.284 -0.741 2.811  0.00
H -4.168 -0.090 1.419  0.00
H -3.283 3.416 2.032  0.01
H -3.479 2.897 0.333  0.00
H -2.028 3.802 0.818  0.00
H -1.874 2.243 4.060  0.01
H -0.183 2.309 3.527  0.00
H -0.862 0.781 4.123  0.00
C -1.184 -1.752 1.346  0.02
O -0.470 -0.524 1.192  0.23
H -0.500 -2.581 1.156  0.02
H -2.022 -1.846 0.653  -0.01
H -1.552 -1.867 2.367  0.00

=====

Question: spin multiplicity of number 2 (C4H13NO3)?
Answer: 1